Density functional theory data (ωB97M-V with the def2-TZVPD basis set) for a gas-phase ion, C4H3ClN3OS2 (charge +1) at a distorted geometry.

Calculated values
- energy above the lowest of the compared OMol25 structures with the same formula, charge and spin (eV) = 0.000
- net charge = +1
- multiplicity = 1

```
14
Properties=species:S:1:pos:R:3:forces:R:3:nbo_charge:R:1
C -3.0778 -0.3319 -0.5977 1.575 1.067 0.461 0.01
C 0.5005 0.2303 0.4288 1.330 -1.624 -1.276 0.03
C 1.0512 -0.9384 -0.2145 0.777 1.808 1.680 0.23
C -0.8519 0.4161 0.9555 -1.447 -1.110 1.486 -0.59
N -3.9094 -1.1124 -0.6149 -0.971 -0.931 -0.102 -0.23
N 2.2156 -0.6918 -0.8195 -0.929 -1.692 -0.595 -0.68
N 1.2537 1.3364 0.1502 -0.383 -0.809 -0.874 0.09
O 0.9229 2.4828 0.3795 0.794 -0.410 0.023 -0.30
S 2.7253 0.8917 -0.8465 -0.819 0.709 0.674 0.79
S -1.8401 0.8452 -0.5363 -0.883 0.003 -0.421 0.32
Cl 0.5833 -2.5260 0.0218 -0.460 0.126 -0.281 0.22
H -0.7926 1.3692 1.4973 -0.478 -0.522 0.424 0.29
H -1.3438 -0.4888 1.5952 1.447 2.313 -1.616 0.32
H 2.5631 -1.4826 -1.3989 0.447 1.071 0.419 0.49
```
Forces are in eV/Å.